79
Properties=species:S:1:pos:R:3:forces:R:3 method="wB97M-V/def2-TZVPD" largest_force_ev_per_a=1.84 total_charge=-2 e_tot_ha=-3101.53234 e_lumo_ev=2.714 orbital_gap_ev=2.56 molar_mass_g_mol=820.375
O 5.050238 -1.947859 -3.008052 -0.007 0.193 0.489
C 5.742548 -2.778332 -2.361438 -0.805 -0.650 0.377
O 6.765140 -3.380303 -2.722893 0.483 -0.172 -0.073
Nb 5.514612 -2.560997 -0.122505 0.699 0.879 -1.460
C 6.435079 -0.452539 0.090929 -0.108 -0.367 -0.008
C 5.842703 0.535848 -0.899081 0.313 -0.044 -0.196
C 5.635916 1.930897 -0.414109 -0.251 0.357 0.482
F 6.615925 2.395159 0.409560 0.178 -0.108 -0.093
F 5.592423 2.835789 -1.455227 0.065 0.141 -0.063
C 4.300371 2.114559 0.372528 -0.130 -0.101 -0.080
F 3.933733 0.952594 0.931944 0.088 0.008 0.163
F 4.422812 3.023803 1.372710 0.104 0.149 -0.018
C 3.124758 2.603700 -0.518236 0.161 -0.018 0.071
F 3.148174 2.009145 -1.722333 -0.117 -0.022 -0.116
F 3.243899 3.933372 -0.704878 0.012 0.171 -0.025
C 1.720545 2.361463 0.109030 -0.148 -0.060 -0.176
F 1.796573 2.447138 1.446631 -0.013 0.069 0.207
F 0.897648 3.344900 -0.310862 -0.108 0.222 -0.042
C 1.057057 1.015422 -0.305590 0.037 -0.033 0.101
F 1.965534 0.063916 -0.421966 0.164 -0.377 -0.079
F 0.453238 1.200650 -1.498160 -0.065 0.071 -0.202
C -0.008739 0.535659 0.704343 -0.018 -0.073 -0.433
F -0.808995 1.579576 1.001156 -0.252 0.368 0.193
F 0.584297 0.109515 1.812164 0.194 -0.084 0.468
C -0.962983 -0.581320 0.206219 0.343 -0.016 0.034
F -1.759374 -0.863167 1.251144 -0.276 -0.064 0.289
F -1.721010 -0.095085 -0.784508 -0.362 0.055 -0.227
C -0.329299 -1.915060 -0.269147 -0.177 0.857 0.126
F -1.282466 -2.828649 -0.270556 -0.857 -0.814 -0.039
F 0.124361 -1.786794 -1.486475 0.362 0.188 -1.150
F 0.626445 -2.292793 0.518352 0.861 -0.399 0.923
H 3.864790 -1.701143 -0.024860 0.180 -0.009 0.685
H 4.739559 -4.240726 -0.167810 -0.132 -0.099 -0.074
H 7.131600 -3.240859 0.453986 -0.173 0.293 0.705
H 5.123623 -2.838840 1.696771 -0.257 -0.616 -0.561
H 6.250890 -0.181021 1.126252 -0.116 0.085 0.301
H 7.509428 -0.516037 -0.035076 0.332 0.092 0.005
H 6.500235 0.642849 -1.753340 0.176 -0.065 -0.310
H 4.903247 0.177205 -1.307568 -0.320 0.048 -0.175
C -5.793654 -5.322532 -0.524125 0.018 -0.226 0.005
C -4.503109 -5.969999 -0.079454 0.024 0.167 -0.044
O -4.439234 -7.150093 0.176385 -0.013 -0.077 0.025
C -3.311963 -5.050723 0.030367 -0.046 -0.235 0.068
H -6.581509 -6.071013 -0.568707 -0.014 -0.011 -0.010
H -6.081295 -4.535622 0.170362 0.003 0.092 -0.032
H -5.662123 -4.871252 -1.508974 0.006 0.078 0.022
H -3.530920 -4.258000 0.747063 0.019 0.081 -0.052
H -3.109901 -4.584569 -0.933776 -0.020 0.074 0.002
H -2.434116 -5.601435 0.355419 0.019 -0.018 0.002
C 0.924349 4.763462 -5.596157 -0.002 -0.022 -0.113
C 0.939688 3.249186 -5.551353 0.019 0.119 0.161
O 0.765210 2.594943 -6.551499 -0.048 -0.032 -0.065
C 1.180275 2.634391 -4.197721 -0.054 -0.164 -0.267
H 0.743185 5.099104 -6.614254 -0.003 0.007 -0.018
H 0.143762 5.147871 -4.937570 0.027 0.012 0.053
H 1.879905 5.155220 -5.244557 -0.006 0.011 0.057
H 0.404967 2.954897 -3.499922 0.047 0.058 0.049
H 2.144772 2.958160 -3.807686 -0.004 0.047 0.061
H 1.173635 1.550970 -4.275647 0.022 -0.031 0.031
C -9.862016 -2.812565 1.920245 0.095 -0.046 0.002
C -9.022046 -2.563049 0.688942 -0.127 0.067 0.010
O -7.908240 -3.010826 0.580384 0.059 -0.017 0.007
C -9.648550 -1.722212 -0.399232 0.098 -0.037 -0.019
H -9.305022 -3.424376 2.624019 0.013 -0.014 0.017
H -10.126948 -1.864415 2.390656 -0.049 0.014 -0.019
H -10.787367 -3.321506 1.645461 -0.038 0.041 -0.006
H -9.906188 -0.736523 -0.008738 -0.052 -0.002 0.015
H -10.566447 -2.193241 -0.754779 -0.041 0.024 0.029
H -8.950674 -1.614777 -1.224590 0.016 0.004 -0.018
C 0.829246 4.480629 6.549867 -0.052 -0.080 0.055
C 0.356086 3.420646 5.576535 0.140 0.157 -0.035
O -0.388714 2.538579 5.928012 -0.090 -0.051 0.021
C 0.864587 3.543737 4.162334 -0.145 -0.140 0.107
H 0.401106 4.294385 7.531380 -0.009 -0.004 0.018
H 1.918012 4.465056 6.616522 0.020 0.041 -0.037
H 0.529163 5.469847 6.199915 0.048 0.019 -0.029
H 1.954931 3.509944 4.146236 0.014 0.048 -0.016
H 0.549944 4.501674 3.743422 0.066 0.023 -0.024
H 0.472698 2.734375 3.556149 -0.019 -0.033 -0.029